No. 1
Entry from the Open Molecules 2025 dataset: a cluster of 2 separate species, C3H9N3O in total (ωB97M-V/def2-TZVPD).

SMILES string = CC(=O)NN.C=N
Relative energy (zero: lowest compared OMol25 entry of this formula, charge and spin) = 1.905 eV

Last column: natural (NBO) charge in e.
Element x y z (Å)
C 1.47 0.93 1.68  -0.712
C 0.98 0.41 0.34  0.653
O 0.88 1.10 -0.65  -0.637
N 0.69 -0.91 0.34  -0.471
N 0.50 -1.65 -0.85  -0.665
H 1.45 2.01 1.67  0.240
H 0.84 0.55 2.49  0.220
H 2.49 0.59 1.85  0.231
H 0.89 -1.48 1.15  0.383
H -0.45 -1.47 -1.21  0.389
H 1.16 -1.29 -1.55  0.351
C -2.34 0.24 -0.69  -0.018
N -1.87 -0.30 -1.72  -0.629
H -2.46 1.32 -0.53  0.155
H -2.67 -0.39 0.12  0.157
H -1.55 0.34 -2.44  0.354

No. 2
Entry from the Open Molecules 2025 dataset: a structure of composition C12H9BrMnN2S4 (ωB97M-V/def2-TZVPD).

2S+1 = 5
<S²> = 6.05
Charge = +1

Last column: natural (NBO) charge in e.
Element x y z (Å)
Mn -0.27 -0.08 0.11  1.037
S -0.66 -0.02 -2.08  -0.365
S -2.62 -0.38 -2.49  0.136
S -3.69 0.29 -0.92  0.247
S -2.57 0.23 0.71  -0.334
Br 0.68 5.67 4.41  0.130
C 0.62 3.95 3.66  -0.072
C 0.78 2.84 4.49  -0.207
C 0.73 1.57 3.95  -0.221
C 0.54 1.41 2.59  0.156
C 0.37 2.51 1.77  -0.217
C 0.42 3.79 2.30  -0.202
N 0.47 0.13 1.95  -0.503
C 0.94 -0.94 2.48  0.140
C 0.79 -2.19 1.72  0.118
C 1.11 -3.43 2.21  -0.188
C 0.89 -4.54 1.41  -0.118
C 0.37 -4.37 0.14  -0.218
C 0.08 -3.08 -0.30  0.093
N 0.29 -2.01 0.47  -0.527
H 0.92 2.98 5.55  0.246
H 0.82 0.72 4.62  0.223
H 0.20 2.41 0.70  0.208
H 0.29 4.66 1.67  0.247
H 1.43 -0.95 3.45  0.212
H 1.52 -3.53 3.21  0.245
H 1.13 -5.53 1.77  0.247
H 0.19 -5.20 -0.51  0.251
H -0.31 -2.88 -1.29  0.236

No. 3
Entry from the Open Molecules 2025 dataset: a cluster of 2 separate species, C6H14O in total (ωB97M-V/def2-TZVPD).

SMILES string = C[C@H]1C[C@@H](C)C1.O
Relative energy (zero: lowest compared OMol25 entry of this formula, charge and spin) = 0.950 eV

Last column: natural (NBO) charge in e.
Element x y z (Å)
C 1.07 -2.16 -1.41  -0.607
C 0.14 -1.01 -1.09  -0.201
C 0.63 0.26 -0.37  -0.406
C -0.80 0.37 0.25  -0.204
C -1.09 0.93 1.63  -0.620
C -0.91 -1.15 0.03  -0.396
H 1.83 -1.86 -2.15  0.210
H 0.51 -3.00 -1.83  0.211
H 1.59 -2.51 -0.51  0.202
H -0.37 -0.69 -2.01  0.195
H 1.02 1.06 -1.00  0.189
H 1.37 0.00 0.40  0.197
H -1.44 0.88 -0.48  0.202
H -0.29 0.70 2.35  0.199
H -2.01 0.47 2.02  0.215
H -1.24 2.01 1.61  0.216
H -0.48 -1.68 0.88  0.191
H -1.90 -1.57 -0.21  0.205
O 0.68 3.34 0.48  -0.934
H 1.06 2.57 0.03  0.469
H 0.61 3.04 1.39  0.466

No. 4
Entry from the Open Molecules 2025 dataset: the molecule C4H9NO2 (ωB97M-V/def2-TZVPD).

SMILES string = NCCCC(=O)O
Relative energy (zero: lowest compared OMol25 entry of this formula, charge and spin) = 0.593 eV

Last column: natural (NBO) charge in e.
Element x y z (Å)
N 2.25 -0.60 -0.16  -0.837
C 0.87 -1.00 0.14  -0.228
C 0.17 0.07 0.98  -0.403
C -0.50 1.18 0.17  -0.517
C -1.55 0.62 -0.74  0.795
O -1.46 0.46 -1.92  -0.594
O -2.65 0.24 -0.04  -0.687
H 2.77 -1.42 -0.48  0.356
H 2.26 0.03 -0.97  0.350
H 0.31 -1.25 -0.76  0.177
H 0.94 -1.93 0.72  0.193
H -0.50 -0.37 1.71  0.214
H 0.98 0.49 1.60  0.227
H -0.90 1.92 0.86  0.237
H 0.25 1.69 -0.42  0.225
H -3.26 -0.14 -0.69  0.494

No. 5
Entry from the Open Molecules 2025 dataset: a structure of composition C28H45N3O4S4Si2Zn (ωB97M-V/def2-TZVPD).

Charge = -2

Last column: Mulliken charge in e.
Element x y z (Å)
Zn 0.00 0.00 0.00  -1.072
C 4.66 -1.53 4.04  -1.145
Si 4.18 0.00 3.01  0.420
C 5.28 0.00 1.50  -1.020
C 4.66 1.53 4.04  -1.195
C 2.26 0.00 2.84  1.030
C 1.58 0.00 4.09  -0.358
C 0.19 0.00 4.17  -1.018
C -0.53 0.00 3.01  -0.179
N 0.03 0.00 1.79  0.220
C 1.45 0.00 1.69  0.510
S 2.26 0.00 0.03  -0.587
H 5.74 -1.56 4.20  0.356
H 4.36 -2.45 3.51  0.333
H 4.16 -1.51 5.01  0.309
H 6.33 0.00 1.81  0.342
H 5.13 0.89 0.88  0.310
H 5.13 -0.89 0.88  0.277
H 5.74 1.56 4.20  0.294
H 4.16 1.51 5.01  0.318
H 4.36 2.45 3.51  0.331
H 2.13 0.00 5.02  0.208
H -0.31 0.00 5.13  0.371
H -1.62 0.00 3.01  0.429
S 0.63 -1.39 -7.76  -0.482
C 0.24 -0.67 -6.30  0.219
S 0.67 -1.50 -4.80  -0.136
C 0.03 -0.16 -3.93  0.407
N -0.47 0.80 -4.63  -0.671
N -0.38 0.54 -5.99  0.566
C -0.93 1.57 -6.82  0.424
C -1.42 2.75 -6.22  -0.206
C -1.97 3.80 -6.96  -0.718
C -2.04 3.70 -8.35  -0.267
C -1.58 2.55 -8.97  -0.748
C -1.03 1.50 -8.21  -0.243
S 0.00 0.00 -2.23  -0.075
H -1.38 2.87 -5.13  0.422
H -2.33 4.69 -6.45  0.339
H -2.47 4.51 -8.93  0.342
H -1.63 2.46 -10.05  0.332
H -0.70 0.64 -8.77  0.203
C 1.84 -2.31 -1.25  -1.455
C 1.50 -3.29 -0.12  3.056
C 1.80 -2.68 1.25  -0.566
C 2.41 -4.52 -0.30  -2.285
O 0.17 -3.81 -0.26  0.403
Si -1.23 -3.00 0.07  0.017
O -0.98 -1.38 0.00  -0.033
O -2.41 -3.41 -1.02  -0.214
C -2.28 -3.38 -2.44  2.305
C -1.41 -4.53 -2.96  -1.603
C -3.72 -3.62 -2.95  -2.094
C -1.81 -2.03 -3.01  -0.220
O -1.76 -3.39 1.59  -0.343
C -2.02 -4.71 2.07  1.984
C -0.71 -5.38 2.53  -1.505
C -2.78 -5.64 1.11  -1.626
C -2.91 -4.50 3.31  -1.871
H 2.91 -2.05 -1.25  0.481
H 1.29 -1.37 -1.16  -0.569
H 1.59 -2.73 -2.23  0.321
H 2.87 -2.44 1.35  0.374
H 1.53 -3.36 2.06  0.120
H 1.25 -1.75 1.42  -0.873
H 3.47 -4.26 -0.24  0.347
H 2.22 -5.01 -1.26  0.411
H 2.19 -5.27 0.48  0.374
H -1.70 -5.48 -2.50  0.359
H -0.35 -4.37 -2.72  0.106
H -1.48 -4.63 -4.05  0.443
H -4.11 -4.57 -2.57  0.443
H -3.77 -3.64 -4.05  0.364
H -4.40 -2.84 -2.59  0.434
H -0.77 -1.83 -2.77  -1.948
H -2.40 -1.20 -2.60  0.473
H -1.90 -2.01 -4.10  0.704
H -0.06 -5.60 1.69  0.167
H -0.91 -6.32 3.05  0.487
H -0.16 -4.72 3.21  0.261
H -2.17 -5.90 0.23  0.214
H -3.69 -5.16 0.74  0.335
H -3.06 -6.57 1.59  0.476
H -2.41 -3.85 4.04  0.348
H -3.15 -5.45 3.81  0.394
H -3.85 -4.01 3.04  0.419
H -0.90 1.26 0.00  -0.607

No. 6
Entry from the Open Molecules 2025 dataset: a structure of composition C31H72AsF9N8O9PbSTl (ωB97M-V/def2-TZVPD).

Relative energy (zero: lowest compared OMol25 entry of this formula, charge and spin) = 2.318 eV
Charge = +3

Last column: Mulliken charge in e.
Element x y z (Å)
Pb 0.52 -3.38 -2.70  1.738
Tl 3.84 -3.64 2.92  1.016
As 4.36 -4.78 -1.53  1.953
F 4.57 -4.86 -3.29  -0.484
F 6.03 -5.39 -1.33  -0.495
F 4.18 -4.72 0.25  -0.478
F 2.67 -4.16 -1.70  -0.514
F 3.69 -6.46 -1.46  -0.496
F 4.98 -3.05 -1.40  -0.475
C 0.33 -0.14 0.98  0.006
F 0.31 0.41 2.20  -0.150
F -0.76 0.26 0.34  -0.054
F 1.37 0.27 0.33  -0.202
S 0.34 -2.11 0.97  0.709
O -0.99 -2.55 1.36  -0.776
O 0.74 -2.59 -0.39  -0.243
O 1.40 -2.56 1.89  -0.483
C 2.63 3.11 -5.68  -1.085
C 2.56 4.04 -4.45  -0.661
N 3.23 3.43 -3.28  0.332
C 2.94 4.11 -2.03  -1.156
C 3.18 3.18 -0.77  -0.768
C 4.70 3.24 -3.46  -0.781
C 5.55 4.55 -3.61  -1.365
H 3.64 2.94 -6.05  0.335
H 2.02 3.57 -6.45  0.424
H 2.28 2.13 -5.35  0.243
H 3.03 5.00 -4.61  0.581
H 1.50 4.25 -4.29  0.452
H 3.53 5.03 -2.00  0.511
H 1.91 4.44 -1.96  0.466
H 2.55 3.55 0.04  0.585
H 2.89 2.16 -1.01  0.239
H 4.24 3.26 -0.50  0.164
H 4.84 2.64 -4.36  0.560
H 4.97 2.60 -2.62  0.299
H 5.59 4.96 -4.62  0.366
H 6.57 4.17 -3.48  0.446
H 5.32 5.31 -2.87  0.285
C -5.27 5.89 -0.31  -1.350
C -4.68 4.78 0.59  -0.467
N -3.85 3.80 -0.16  0.263
C -4.73 3.00 -1.02  -0.455
C -3.90 2.00 -1.89  -0.573
C -2.94 3.00 0.73  -0.284
C -3.75 2.14 1.84  -0.669
H -5.72 6.70 0.26  0.410
H -6.16 5.48 -0.80  0.392
H -4.58 6.25 -1.08  0.334
H -4.02 5.28 1.30  0.450
H -5.47 4.27 1.14  0.382
H -5.43 2.39 -0.44  0.361
H -5.31 3.66 -1.65  0.486
H -3.07 2.52 -2.38  0.320
H -3.42 1.28 -1.23  -0.342
H -4.51 1.47 -2.63  0.462
H -2.35 3.75 1.26  0.481
H -2.16 2.42 0.24  -0.151
H -3.12 1.54 2.49  0.108
H -4.42 1.46 1.30  0.226
H -4.38 2.80 2.43  0.371
C -2.00 -6.90 -3.08  -1.285
C -1.90 -6.04 -1.85  0.599
O -1.00 -5.20 -1.79  -0.533
N -2.78 -6.28 -0.88  -0.044
C -2.87 -5.43 0.39  -0.739
H -1.68 -7.93 -2.94  0.323
H -1.43 -6.41 -3.87  0.257
H -3.05 -6.82 -3.37  0.435
H -3.52 -6.94 -1.03  0.255
H -2.98 -6.01 1.31  0.418
H -3.77 -4.81 0.37  0.291
H -2.05 -4.74 0.58  0.037
C 3.21 -0.06 -3.02  -0.756
C 1.67 0.04 -3.01  0.576
O 0.92 -0.94 -2.98  -0.526
N 1.23 1.27 -2.91  0.706
C -0.17 1.66 -2.82  -1.132
H 3.77 0.29 -2.15  -0.043
H 3.63 0.55 -3.83  0.251
H 3.61 -1.07 -3.13  0.440
H 1.93 1.97 -3.09  -0.367
H -0.74 1.07 -2.09  0.128
H -0.71 1.58 -3.76  0.485
H -0.33 2.69 -2.53  0.406
C 4.19 1.37 2.21  -0.755
C 4.70 0.08 1.50  0.502
O 3.92 -0.92 1.61  -0.372
N 5.79 -0.01 0.80  -0.011
C 6.57 1.09 0.42  -1.042
H 3.20 1.64 1.85  -0.043
H 4.85 2.20 1.97  0.419
H 4.09 1.26 3.29  0.289
H 5.99 -0.92 0.41  0.295
H 6.91 1.60 1.32  0.432
H 6.02 1.84 -0.15  0.198
H 7.43 0.76 -0.16  0.378
C -4.77 -3.04 5.35  -1.064
C -4.16 -3.11 3.94  0.684
O -4.32 -4.17 3.32  -0.517
N -3.46 -2.07 3.50  0.264
C -3.22 -0.90 4.27  -1.066
H -4.21 -3.81 5.89  0.292
H -5.84 -3.20 5.25  0.347
H -4.68 -2.05 5.80  0.349
H -2.96 -2.24 2.64  -0.011
H -2.62 -0.27 3.62  -0.202
H -2.52 -1.05 5.10  0.734
H -4.07 -0.28 4.58  0.380
C 2.70 -1.08 6.88  -1.501
C 2.05 -0.87 5.51  0.829
O 2.52 -1.47 4.54  -0.372
N 0.95 -0.18 5.35  0.136
C 0.18 0.43 6.41  -1.042
H 3.62 -1.65 6.74  0.317
H 2.02 -1.46 7.64  0.390
H 3.08 -0.09 7.15  0.427
H 0.47 -0.15 4.47  0.012
H 0.06 1.48 6.17  0.350
H 0.63 0.35 7.40  0.429
H -0.79 -0.07 6.47  0.266
C -4.06 -1.91 -2.75  -1.694
C -2.99 -2.11 -1.73  0.315
O -1.80 -2.29 -1.99  -0.217
N -3.32 -1.97 -0.45  1.755
C -4.63 -1.69 -0.02  -1.111
H -4.74 -1.08 -2.55  0.388
H -4.63 -2.84 -2.73  0.440
H -3.67 -1.85 -3.76  0.357
H -2.57 -2.15 0.21  -0.648
H -4.85 -0.62 -0.14  0.072
H -4.76 -1.95 1.02  0.147
H -5.34 -2.21 -0.67  0.493

No. 7
Entry from the Open Molecules 2025 dataset: a structure of composition C10H12N2O2 (ωB97M-V/def2-TZVPD).

Relative energy (zero: lowest compared OMol25 entry of this formula, charge and spin) = 7.208 eV

Last column: natural (NBO) charge in e.
Element x y z (Å)
C -3.91 1.00 0.23  -0.769
C -2.84 -0.08 -0.16  0.684
C -0.95 1.70 -0.86  0.795
C 1.28 0.75 -1.45  -0.224
C 1.51 -0.28 -0.26  -0.064
C 2.02 0.06 0.91  -0.271
C 2.44 -0.80 1.93  -0.184
C 2.19 -2.27 1.79  -0.217
C 1.79 -2.52 0.44  -0.207
C 1.63 -1.63 -0.67  -0.212
H -3.52 1.42 1.34  0.264
H -5.06 0.79 0.49  0.272
H -3.78 1.87 -0.68  0.257
H -1.02 -0.54 -0.97  0.393
H 0.60 2.84 -0.73  0.425
H 2.49 1.38 -1.48  0.229
H 0.93 0.33 -2.57  0.234
H 2.33 1.04 1.31  0.221
H 2.48 -0.10 2.90  0.224
H 2.37 -3.09 2.67  0.253
H 1.67 -3.56 0.21  0.209
H 1.11 -1.97 -1.66  0.233
N -1.70 0.28 -1.30  -0.708
N 0.35 1.76 -1.28  -0.660
O -2.88 -1.19 0.58  -0.572
O -1.51 2.78 -0.72  -0.605

No. 8
Entry from the Open Molecules 2025 dataset: a structure of composition C40H36BrCdCl6N5O6 (ωB97M-V/def2-TZVPD).

Relative energy (zero: lowest compared OMol25 entry of this formula, charge and spin) = 1.050 eV
Charge = -2

Last column: Mulliken charge in e.
Element x y z (Å)
Cd 0.28 -0.66 1.17  1.745
O 2.41 3.82 3.54  -0.903
C 2.04 4.62 2.62  0.658
C 2.50 5.96 2.55  -0.715
C 2.13 6.81 1.53  -0.296
C 1.26 6.39 0.54  -0.833
C 0.77 5.10 0.58  -0.054
C 1.15 4.21 1.57  -0.932
C 0.70 2.77 1.49  2.288
O 1.58 1.90 2.10  -0.615
N -0.66 2.62 2.04  0.036
N -1.34 1.51 1.90  0.063
C -2.60 1.49 2.18  -0.821
C -3.42 0.33 2.20  0.725
Br -2.52 -1.37 2.29  -0.192
C -4.77 0.30 2.30  -1.138
C -5.72 1.38 2.16  0.459
C -6.93 1.33 2.86  -0.474
C -7.89 2.30 2.70  -0.471
C -7.67 3.36 1.83  -0.404
C -6.49 3.42 1.12  -0.574
C -5.52 2.45 1.28  -0.321
H 1.96 2.43 2.89  0.468
H 3.17 6.31 3.33  0.393
H 2.54 7.82 1.50  0.325
H 0.98 7.06 -0.27  0.367
H 0.09 4.76 -0.19  0.261
H 0.62 2.47 0.43  -1.549
H -1.14 3.46 2.36  0.429
H -3.10 2.42 2.49  0.510
H -5.23 -0.66 2.49  0.337
H -7.10 0.51 3.54  0.388
H -8.81 2.24 3.26  0.351
H -8.43 4.12 1.70  0.359
H -6.32 4.24 0.43  0.370
H -4.61 2.48 0.69  0.523
N 0.16 2.08 -1.49  0.021
C 1.03 2.35 -2.62  -1.287
C 1.97 1.19 -2.91  0.963
C 3.16 1.07 -1.94  -1.475
C 3.11 -0.16 -1.03  -0.070
N 2.39 0.05 0.23  -0.496
H -0.16 1.11 -1.48  -0.469
H -0.66 2.67 -1.50  0.257
H 1.60 3.26 -2.38  0.362
H 0.45 2.56 -3.54  0.439
H 2.34 1.32 -3.93  0.488
H 1.39 0.27 -2.90  -0.967
H 3.23 1.97 -1.33  0.630
H 4.08 1.00 -2.53  0.374
H 4.14 -0.48 -0.81  0.379
H 2.63 -0.98 -1.57  -0.048
H 2.28 1.05 0.42  -0.162
H 2.93 -0.30 1.02  0.199
Cl 1.65 -6.05 5.22  -0.270
C 1.44 -4.45 4.60  0.192
C 1.73 -3.36 5.39  0.310
Cl 2.35 -3.59 6.99  -0.260
C 1.53 -2.07 4.89  0.085
Cl 1.86 -0.70 5.90  -0.240
C 1.02 -1.84 3.62  -0.388
O 0.82 -0.65 3.17  -0.825
C 0.72 -2.98 2.78  -0.281
O 0.26 -2.78 1.59  -0.890
C 0.95 -4.25 3.31  0.564
Cl 0.61 -5.64 2.33  -0.246
Cl 2.56 -3.22 0.09  -0.164
C 2.57 -4.44 -1.14  0.465
C 3.40 -5.54 -1.02  -0.669
C 3.43 -6.51 -2.01  -0.476
C 2.60 -6.39 -3.11  -0.596
C 1.75 -5.31 -3.22  0.793
Cl 0.66 -5.26 -4.57  -0.234
C 1.70 -4.29 -2.25  -0.455
N 0.81 -3.26 -2.31  0.718
C 0.54 -2.50 -3.44  0.303
C 1.51 -2.34 -4.44  0.334
C 1.27 -1.55 -5.54  -0.911
C 0.06 -0.89 -5.67  -0.711
C -0.90 -1.04 -4.68  -0.767
C -0.69 -1.84 -3.57  0.337
C -1.74 -1.95 -2.51  -1.635
C -1.38 -1.04 -1.28  0.294
O -2.24 -0.33 -0.79  -0.679
O -0.17 -1.11 -0.93  1.370
H 4.05 -5.62 -0.16  0.462
H 4.08 -7.36 -1.91  0.359
H 2.58 -7.15 -3.88  0.407
H 0.59 -2.76 -1.44  -0.589
H 2.45 -2.85 -4.32  0.504
H 2.04 -1.44 -6.29  0.370
H -0.13 -0.27 -6.53  0.385
H -1.85 -0.53 -4.79  0.391
H -1.80 -2.96 -2.12  0.265
H -2.71 -1.64 -2.89  0.483

| no. | largest force on an atom (eV Å⁻¹) | electronic energy (Eh) |
| --- | --- | --- |
| 1 | 1.1 | -359.174420 |
| 2 | 0.8 | -5889.754983 |
| 3 | 0.2 | -312.220107 |
| 4 | 0.7 | -363.063757 |
| 5 | 9.0 | -5510.304290 |
| 6 | 4.5 | -6236.809870 |
| 7 | 7.9 | -647.978306 |
| 8 | 1.7 | -7774.137543 |